C13H17FHfNO8 as an isolated structure in a non-equilibrium geometry. Source: the Open Molecules 2025 dataset; level of theory: wB97M-V/def2-TZVPD.

```
41
C13H17FHfNO8 wB97M-V/def2-TZVPD
O -0.95623 -1.86274 -3.52814
C 0.95562 4.53626 -4.21507
C 0.07253 3.53808 -2.12498
O 0.34692 -1.58215 2.66050
H -0.88159 -1.44503 1.05326
C 0.20092 -2.46242 -1.62093
C 0.24508 -3.13356 -0.38753
H 1.49279 -0.93849 6.08118
H -2.95191 -3.30257 -2.81192
H 2.03666 4.68394 -4.25795
H 1.98197 -2.71196 6.27437
O 1.52806 -2.12057 4.37101
C -0.48276 3.82375 -0.76726
H 0.96081 -2.74541 0.33373
O -3.05189 -4.65924 -0.47286
H -1.41165 0.48850 2.87930
H 0.03805 1.18737 2.04990
C -0.94823 -2.63509 -2.52566
Hf 0.07804 0.22720 -3.53060
H 0.61841 -0.74203 0.77887
H 3.07008 -1.53097 5.61157
O 0.24305 2.33582 -2.45073
H 0.29850 4.04563 -0.03417
N 0.45471 4.58346 -2.84332
F -0.89408 0.15329 -1.65575
O 1.45140 0.03765 3.73207
H -1.07111 2.99666 -0.38101
C -0.90389 -3.90699 0.10765
C -2.07922 -3.34387 -2.17480
O 1.13252 -1.71767 -1.97770
C -2.11252 -4.05750 -0.90120
C -0.79111 0.48408 1.98820
C 1.14183 -1.11230 3.62234
C 2.01411 -1.80453 5.68351
H 0.59875 5.46844 -2.38234
O -0.96718 -4.47606 1.15428
H -1.45971 0.86688 1.21110
C -0.13507 -0.82646 1.56883
H 0.48178 5.36650 -4.73418
H -1.09730 4.72513 -0.72132
H 0.75284 3.56897 -4.66223
```

As for the total charge: +1. For the HOMO energy, the calculation gives -10.81 eV.

Here are the Mulliken charges for atoms 1 to 4, given in e: O -0.81; C -0.71; C 0.72; O -0.22